# 1
The following is a DFT calculation (wB97M-V/def2-TZVPD) of a structure of composition C41H38AsFeIN4O2SSi.

XYZ file:
```
90
Properties=species:S:1:pos:R:3:forces:R:3
Fe 0.458362 1.075040 -0.053849 0.5 -0.1 0.7
N 2.106836 -1.228628 3.343703 -0.1 0.0 0.1
C 2.099558 -0.385690 2.252094 0.1 0.0 -0.2
S 1.591939 -1.081505 0.743847 -0.1 -0.1 -0.2
N 2.503252 0.829755 2.458842 0.0 0.0 0.0
N 2.354577 1.622763 1.332357 -0.3 -0.1 0.3
C 3.141803 2.625861 1.277871 0.0 -0.1 0.0
C 3.198737 3.553652 0.167576 -0.1 0.0 0.0
C 4.027812 4.671748 0.270981 0.0 0.0 0.0
C 4.155926 5.591893 -0.751748 0.0 0.0 0.0
C 3.433759 5.371499 -1.930029 0.0 0.0 0.0
C 2.614424 4.276402 -2.068494 0.0 0.0 0.0
C 2.438933 3.327531 -1.021399 0.1 0.0 0.1
O 1.655919 2.329825 -1.180576 -0.2 0.0 0.0
H 2.131046 -2.210584 3.135755 0.0 0.0 0.0
H 2.618793 -0.898363 4.145732 0.0 0.0 0.0
H 3.842694 2.780512 2.104765 0.0 0.0 0.0
H 4.575594 4.817123 1.198504 0.0 0.0 0.0
H 4.793400 6.460643 -0.643051 0.0 0.0 0.0
H 3.522192 6.076317 -2.751718 0.0 0.0 0.0
H 2.055439 4.101821 -2.979638 0.0 0.0 0.0
C -3.948638 0.691340 2.419896 0.1 0.0 0.0
Si -2.644052 -0.209615 1.370714 -0.2 -0.1 0.1
C -3.541643 -0.495860 -0.253270 0.1 0.0 -0.1
C -2.484423 -1.951267 2.139062 0.1 0.0 -0.1
N -1.209942 0.712557 1.337645 0.5 0.0 -0.3
C -0.805420 1.305032 2.504070 -0.2 0.5 0.1
C -0.830151 0.727708 3.782282 0.0 -0.1 0.0
C -0.518082 1.441777 4.930793 0.0 0.1 0.0
C -0.173070 2.779215 4.854661 0.0 -0.1 0.0
C -0.105446 3.391619 3.600261 0.0 0.0 0.0
C -0.373429 2.663342 2.463908 -0.2 0.1 0.0
O -0.356434 3.159951 1.168043 0.0 -0.2 0.1
C -0.214609 4.458356 0.797628 0.0 0.2 -0.1
C -1.050978 4.868128 -0.239239 0.0 0.0 0.1
C -0.951765 6.154921 -0.736160 0.0 0.0 0.0
C -0.025357 7.045329 -0.204532 0.0 0.0 0.0
C 0.829834 6.616519 0.798073 0.0 0.0 0.0
C 0.754734 5.322528 1.295189 0.0 -0.1 0.0
H -4.918394 0.190736 2.349752 0.0 0.0 0.0
H -4.063923 1.714652 2.053578 0.0 0.0 0.0
H -3.666727 0.749005 3.471967 0.0 0.0 0.1
H -4.425068 -1.101644 -0.026230 -0.1 0.0 0.0
H -2.948910 -1.021269 -0.999664 0.0 0.0 0.0
H -3.861247 0.442013 -0.707924 0.0 0.0 0.0
H -3.199276 -2.650032 1.693926 0.0 0.0 0.0
H -2.643223 -1.944137 3.220239 0.0 0.0 0.0
H -1.476835 -2.335642 1.956177 0.1 0.0 0.0
H -1.092267 -0.319625 3.857872 0.0 0.0 0.0
H -0.545513 0.940152 5.892235 0.0 0.0 0.0
H 0.058346 3.351355 5.744794 0.0 0.0 0.0
H 0.135661 4.442484 3.538857 0.0 0.0 0.0
H -1.741551 4.145747 -0.654911 0.0 0.0 0.0
H -1.592268 6.459557 -1.554610 0.0 0.0 0.0
H 0.050095 8.053937 -0.591401 0.0 0.0 0.0
H 1.591306 7.284481 1.182613 0.0 0.0 0.0
H 1.482352 4.968579 2.010599 -0.1 0.0 0.0
C -4.269673 -4.911190 -3.223610 0.0 0.0 0.0
C -3.714086 -3.780674 -3.807832 0.0 0.0 0.0
C -2.618540 -3.161490 -3.225355 0.0 0.1 0.0
C -2.050002 -3.666010 -2.058308 0.0 0.0 0.1
C -2.620275 -4.791923 -1.474372 0.0 0.0 0.0
C -3.719591 -5.412740 -2.053426 0.0 0.0 0.0
As -0.581794 -2.646019 -1.198428 0.1 -0.1 -0.1
C 0.371943 -4.211793 -0.509895 -0.1 0.0 0.0
C 0.205726 -4.800096 0.734146 -0.1 0.0 0.0
C 0.989877 -5.886745 1.097570 0.0 0.0 0.0
C 1.955532 -6.370647 0.222705 0.0 0.0 0.0
C 2.143665 -5.769372 -1.011870 0.0 0.0 0.0
C 1.353747 -4.686197 -1.383310 0.0 0.0 0.0
C 1.476499 -3.922838 -2.638347 0.0 0.0 0.0
C 2.363896 -4.202900 -3.671037 0.0 0.0 0.0
C 2.390378 -3.392085 -4.796022 0.0 0.0 0.0
C 1.541512 -2.296811 -4.888776 0.0 0.0 0.0
C 0.651810 -2.009779 -3.860705 0.0 0.1 0.0
C 0.611139 -2.828281 -2.743595 0.0 0.0 0.0
H -5.131245 -5.391759 -3.672196 0.0 0.0 0.0
H -4.139565 -3.373111 -4.717114 0.0 0.0 0.0
H -2.204403 -2.268781 -3.681756 0.0 0.0 0.0
H -2.200283 -5.199082 -0.561646 0.0 0.0 0.0
H -4.148134 -6.290928 -1.584029 0.0 0.0 0.0
H -0.522177 -4.400713 1.430784 0.0 0.0 0.0
H 0.860572 -6.346811 2.070138 0.0 0.0 0.0
H 2.575678 -7.210499 0.512832 0.0 0.0 0.0
H 2.917078 -6.136367 -1.676112 0.0 0.0 0.0
H 3.040028 -5.046669 -3.599586 0.0 0.0 0.0
H 3.086278 -3.607710 -5.598717 0.0 0.0 0.0
H 1.582904 -1.649793 -5.756535 0.0 0.0 0.0
H 0.020765 -1.129857 -3.911373 0.0 0.0 0.0
I -1.033942 1.040127 -2.282639 -0.5 -0.1 -0.7
```
Forces are in eV/Å.

spin multiplicity: 5
LUMO level (alpha / beta): 0.1570 / 0.1569 Ha
total charge: -2
frontier orbital gap (alpha / beta): 5.828 / 5.894 eV
HOMO energy (alpha / beta): -0.0572 / -0.0597 Ha
ΔE to the lowest compared entry with this formula, charge and spin: 0.000 eV



# 2
The following is a DFT calculation (wB97M-V/def2-TZVPD) of a structure of composition C15H23BrF3O3PSiSn at a distorted geometry.

XYZ file:
```
48
Properties=species:S:1:pos:R:3:forces:R:3
C -2.699691 -4.349352 1.580899 0.3 0.1 0.0
C -1.733804 -3.186879 1.676903 -0.4 -0.6 -0.1
O -2.477716 -1.947674 1.911231 0.0 0.0 0.0
C -1.915166 -1.059041 2.779289 0.3 0.4 -0.2
Si -1.488898 0.547511 1.797030 -0.1 -0.7 -0.2
C -0.930553 0.164188 0.040353 0.3 0.5 0.0
O 0.442856 -0.115743 0.019357 0.0 0.0 0.3
C 1.014818 0.083277 -1.257879 0.1 -0.2 -0.7
C 0.458392 -0.589772 -2.344696 0.0 0.1 0.2
C 0.963709 -0.443308 -3.629650 0.1 0.0 0.3
C 0.324264 -1.160256 -4.778693 -0.2 0.2 0.0
C 2.069737 0.389151 -3.799810 -0.3 0.0 0.4
C 2.625618 1.035594 -2.706175 -0.1 -0.1 -0.1
C 2.128536 0.899410 -1.408486 -0.2 -0.4 0.3
C 2.756736 1.616549 -0.239199 0.8 0.6 -0.4
C 2.219297 3.063685 -0.211343 -0.2 -0.7 0.0
C 4.308017 1.666191 -0.321761 -0.4 -0.3 -0.2
P -3.392989 1.826881 1.544573 0.4 1.4 -1.3
O -4.072131 1.125875 0.271808 0.2 -0.5 0.7
Br -4.725463 1.352549 3.433748 0.1 -0.5 0.8
C -0.345223 1.639551 2.904479 -0.3 0.0 -0.5
F 0.121024 0.927249 3.954851 0.1 -0.4 0.5
F -1.110615 2.625506 3.463642 -0.4 0.2 0.4
F 0.650570 2.198927 2.286966 0.5 0.3 -0.1
H -3.532708 -4.226913 2.263347 -0.1 0.0 0.1
H -2.159690 -5.242443 1.878466 0.0 -0.2 0.0
H -3.054158 -4.502244 0.569619 -0.2 0.1 -0.1
H -1.185356 -3.062729 0.748742 0.2 0.1 -0.1
H -1.027837 -3.377083 2.481529 0.1 0.4 0.2
H -1.084727 -1.449430 3.378015 0.1 -0.1 0.0
H -2.761021 -0.811716 3.545283 0.0 -0.6 -0.3
H -1.553888 -0.652702 -0.333026 -0.1 -0.1 -0.1
H -1.135970 1.051967 -0.568787 -0.2 0.1 -0.1
H -0.381406 -1.253932 -2.197381 -0.1 -0.1 0.1
H 0.956557 -1.943109 -5.184396 0.1 -0.1 0.0
H -0.624429 -1.589762 -4.475976 -0.1 -0.2 0.0
H 0.098504 -0.465760 -5.582552 0.1 0.1 -0.2
H 2.467625 0.526296 -4.791621 0.2 0.1 -0.1
H 3.473376 1.684330 -2.853295 0.2 0.1 -0.1
H 2.533412 1.108498 0.690732 -0.5 -0.1 0.1
H 1.149780 3.061978 -0.414601 -0.2 0.2 0.2
H 2.692090 3.629664 -1.006272 0.1 0.2 -0.1
H 2.423271 3.517111 0.752061 0.1 0.3 0.1
H 4.651046 2.687680 -0.436603 0.2 0.1 0.2
H 4.748429 1.214073 0.557945 0.2 0.1 0.2
H 4.690084 1.110810 -1.170452 0.0 -0.1 -0.1
H -3.851977 0.189879 0.154934 -0.3 -0.1 -0.4
Sn -2.722327 0.485471 5.026858 -0.3 0.7 0.4
```
Forces are in eV/Å.

LUMO level: -0.3712 Ha
total charge: +2
frontier orbital gap: 2.983 eV
HOMO energy: -0.4808 Ha



# 3
The following is a DFT calculation (wB97M-V/def2-TZVPD) of the molecule C3H7Cl2N3 at a distorted geometry.

XYZ file:
```
15
Properties=species:S:1:pos:R:3:forces:R:3
N -3.007317 0.656217 -0.841882 0.4 -1.4 -2.1
N -1.726448 -0.176183 -0.917922 -0.7 0.4 0.9
C -1.089817 -0.359018 0.188889 0.1 2.0 -1.3
N 0.138847 -1.074790 0.107611 -0.1 0.0 -0.8
C 1.239382 -0.650645 0.908853 0.0 3.1 3.9
C 2.100036 0.390578 0.181765 0.3 -0.8 -1.0
Cl 1.354272 2.001330 -0.142581 -0.6 -0.8 -0.7
Cl 3.068371 -0.354243 -1.243343 -1.2 0.8 1.0
H -3.714837 -0.120918 -0.841231 0.6 1.0 0.2
H -3.157377 1.021757 -1.878013 0.9 -1.0 2.7
H -1.296206 0.251350 1.136202 0.1 -1.4 -1.1
H 0.534223 -1.089097 -0.871194 -1.4 -0.4 1.1
H 1.818402 -1.426175 1.530079 -0.6 0.8 -1.7
H 0.940695 0.120337 1.875512 0.0 -2.2 -2.5
H 2.797769 0.809501 0.807260 2.2 -0.2 1.5
```
Forces are in eV/Å.

LUMO level: 0.0226 Ha
frontier orbital gap: 9.614 eV
structure (SMILES): N/N=C/NCC(Cl)Cl
HOMO energy: -0.3307 Ha
ΔE to the lowest compared entry with this formula, charge and spin: 1.701 eV



# 4
The following is a DFT calculation (wB97M-V/def2-TZVPD) of a cluster of 2 separate species, C3H8NO in total.

XYZ file:
```
13
Properties=species:S:1:pos:R:3:forces:R:3
C -1.026193 -0.100259 2.387547 0.1 0.8 -0.4
O -0.672125 0.657673 1.321313 0.1 0.2 -0.3
H -2.124698 -0.100253 2.555670 -0.3 -0.4 0.1
H -0.634127 0.303760 3.354268 0.2 -0.3 0.2
H -0.680390 -1.150359 2.282791 -0.1 -0.3 0.4
C 0.862914 -0.925439 -1.647214 0.5 0.0 -0.3
C 0.360773 1.297689 -1.396713 0.7 0.4 0.3
N 0.895740 0.445472 -2.163914 -0.3 -0.2 -0.2
H 1.343804 -0.982876 -0.667800 -0.2 -0.1 0.1
H -0.155980 -1.297590 -1.572002 -0.1 0.0 0.1
H 1.415092 -1.561741 -2.346333 -0.1 -0.1 0.1
H 0.403022 2.340025 -1.731375 -0.2 -0.1 0.0
H 0.012169 1.073897 -0.376236 -0.4 -0.1 0.0
```
Forces are in eV/Å.

LUMO level: 0.1608 Ha
total charge: -1
frontier orbital gap: 6.741 eV
HOMO energy: -0.0869 Ha
ΔE to the lowest compared entry with this formula, charge and spin: 1.262 eV



# 5
The following is a DFT calculation (wB97M-V/def2-TZVPD) of a structure of composition C33H26IIrN2O3P at a distorted geometry.

XYZ file:
```
67
Properties=species:S:1:pos:R:3:forces:R:3
Ir -0.297020 0.330989 -0.322658 -0.8 -0.5 0.2
C 2.889031 3.098430 -2.092668 0.0 0.0 -0.1
C 1.828703 3.809414 -1.310087 -0.2 -0.2 0.0
N 2.041714 5.032487 -0.905174 0.3 0.1 -0.1
C 1.115035 5.688436 -0.181428 -0.2 -0.2 0.0
C -0.074195 5.122942 0.195730 0.0 0.2 0.1
C -1.059312 5.907521 1.028395 0.1 0.0 -0.1
O -1.426589 5.246622 2.235298 -0.1 0.0 0.0
C -0.333897 3.788483 -0.197188 0.4 -0.2 -0.3
C -1.545994 3.153938 0.199323 -0.3 0.0 0.0
N -1.793400 1.884691 0.152053 1.3 -0.3 -0.2
C -3.046519 1.402487 0.583333 -0.5 -0.2 0.1
C -3.727914 1.939145 1.676058 0.2 0.1 0.0
C -4.953809 1.424726 2.063867 0.0 0.0 0.0
C -5.521674 0.358138 1.381643 0.0 0.0 0.0
C -4.856301 -0.200200 0.299224 0.0 0.0 0.0
C -3.637806 0.328632 -0.075009 0.2 -0.1 -0.4
I -2.588578 -0.458115 -1.741927 -0.1 0.1 0.5
C 0.606872 3.112490 -1.010393 -0.2 0.5 0.4
O 0.397294 1.944649 -1.528085 0.3 -0.8 -0.1
H 3.555777 3.826298 -2.548186 0.0 0.0 0.0
H 2.441269 2.464124 -2.855485 0.0 0.0 0.0
H 3.483959 2.457133 -1.434707 0.0 0.0 0.0
H 1.366231 6.703472 0.103301 0.0 0.0 0.0
H -1.988660 6.050731 0.473048 0.0 0.0 0.0
H -0.644761 6.897004 1.230731 0.0 0.0 0.0
H -0.693486 5.293893 2.857034 0.1 0.0 0.0
H -2.334301 3.801991 0.573243 0.0 -0.1 0.0
H -3.273892 2.750367 2.232764 0.0 0.0 0.0
H -5.462709 1.855723 2.915246 0.0 0.0 0.0
H -6.476064 -0.046446 1.688836 0.0 0.0 0.0
H -5.281952 -1.035280 -0.239862 0.0 0.0 0.0
O 1.399240 1.526569 1.204096 1.3 0.1 0.6
C 1.546402 0.516400 0.578732 -2.5 0.8 -0.3
C 2.636739 -0.420512 0.406168 1.0 -0.5 -0.1
C 3.960095 -0.117593 0.734662 -0.3 0.1 0.0
C 4.946907 -1.041176 0.447942 0.1 -0.1 0.0
C 4.626119 -2.262177 -0.138589 -0.1 0.1 0.0
C 3.304766 -2.580725 -0.430606 0.1 -0.1 0.0
C 2.314852 -1.654629 -0.162746 -0.2 0.3 0.2
P 0.516462 -1.856521 -0.352775 0.4 0.5 -0.5
C 0.027613 -2.806217 1.105232 -0.2 0.2 0.0
C -0.747115 -2.168583 2.072956 0.0 -0.1 -0.1
C -1.083583 -2.831604 3.242691 0.0 0.0 0.0
C -0.651467 -4.134204 3.443521 0.0 0.0 0.0
C 0.127133 -4.770293 2.484708 0.0 -0.1 0.0
C 0.473068 -4.110414 1.317878 0.0 0.1 0.0
C 0.284719 -2.860997 -1.833725 0.0 0.1 0.0
C 0.860383 -2.352132 -3.001737 0.0 0.0 0.1
C 0.733470 -3.044469 -4.192694 0.0 0.0 0.0
C 0.028826 -4.242512 -4.223622 0.0 0.0 0.0
C -0.559548 -4.737623 -3.070110 0.0 0.0 0.0
C -0.441099 -4.046321 -1.871982 0.0 0.1 0.1
H 4.194015 0.837282 1.188016 0.0 0.0 0.0
H 5.979499 -0.810419 0.672796 0.0 0.0 0.0
H 5.413325 -2.967805 -0.367683 0.0 0.0 0.0
H 3.056451 -3.534571 -0.879689 0.0 0.0 0.0
H -1.089120 -1.152210 1.899392 0.0 0.0 0.1
H -1.679259 -2.333304 3.995573 0.0 0.0 0.0
H -0.921432 -4.657860 4.350841 0.0 0.0 0.0
H 0.468512 -5.783659 2.648751 0.0 0.0 0.0
H 1.095563 -4.601784 0.580209 0.0 0.0 0.0
H 1.399889 -1.411375 -2.965525 0.0 0.0 -0.1
H 1.177616 -2.649925 -5.096720 0.0 0.0 0.0
H -0.067330 -4.788921 -5.152359 0.0 0.0 0.0
H -1.115088 -5.665358 -3.101797 0.0 0.0 0.0
H -0.923696 -4.419278 -0.978090 0.0 0.0 0.0
```
Forces are in eV/Å.

LUMO level (alpha / beta): -0.1608 / -0.1456 Ha
total charge: +1
frontier orbital gap (alpha / beta): 5.947 / 6.431 eV
HOMO energy (alpha / beta): -0.3793 / -0.3819 Ha
ΔE to the lowest compared entry with this formula, charge and spin: 1.352 eV



# 6
The following is a DFT calculation (wB97M-V/def2-TZVPD) of a structure of composition Cl3F2O12Sr at a distorted geometry.

XYZ file:
```
18
Properties=species:S:1:pos:R:3:forces:R:3
Sr -0.978119 1.526289 0.194312 -2.9 -2.3 0.0
F -3.072735 2.302474 1.575193 1.5 0.6 -0.6
F -3.065043 0.327194 -0.944462 1.2 0.9 0.2
Cl 0.005302 0.074069 -3.218724 1.4 0.3 -1.7
O -0.241101 1.385717 -2.691768 -0.8 2.1 0.3
O 1.445555 -0.022508 -3.365970 -0.1 -0.6 0.0
O -0.526812 -0.828207 -2.279595 -0.2 -1.5 0.2
O -0.567825 -0.080455 -4.571915 -0.1 0.1 1.3
Cl 2.978606 0.191893 0.656066 -3.7 -6.0 2.3
O 3.323602 -1.017156 -0.108205 0.6 1.9 -0.5
O 4.166410 0.790339 1.193561 0.7 2.1 -1.4
O 1.938696 0.938474 -0.104900 2.1 1.0 0.5
O 2.283734 -0.350189 1.845688 0.2 1.3 -0.7
Cl -1.551498 -1.112074 2.347606 -1.2 3.8 1.5
O -1.094475 0.133430 2.995702 1.4 -0.7 0.7
O -1.238705 -2.319307 3.082961 -0.4 0.2 0.1
O -2.983675 -0.802366 2.283656 0.9 -2.6 -0.9
O -0.821917 -1.137619 1.110795 -0.5 -0.5 -1.3
```
Forces are in eV/Å.

LUMO level: 0.2514 Ha
total charge: -3
frontier orbital gap: 6.395 eV
HOMO energy: 0.0165 Ha
ΔE to the lowest compared entry with this formula, charge and spin: 2.518 eV